No. 1
Here is a 3-piece molecular cluster, C5H10N2O overall from OMol25. Energies are from ωB97M-V with the def2-TZVPD basis set.

Structure (XYZ):
```
18
C5H10N2O ωB97M-V with the def2-TZVPD basis set
C 1.388 0.911 1.417
C -2.421 -0.137 -0.207
C 2.085 0.428 0.331
N -1.261 -0.017 0.615
C -0.854 0.939 1.294
C 0.366 -1.610 -1.793
N 0.258 -0.369 -1.677
O -1.085 1.879 1.984
H 1.368 0.292 2.309
H 1.440 1.970 1.629
H -2.806 -1.155 -0.132
H -3.194 0.573 0.091
H -2.151 0.051 -1.248
H 0.862 -2.271 -1.075
H 0.021 -2.064 -2.719
H 2.476 -0.583 0.342
H 0.884 0.054 -0.846
H 2.625 1.111 -0.315
```

As for the SMILES: CN=C=O.C=C.C=N. As for the HOMO energy: -0.3423 Ha. The LUMO energy is -0.504 eV. For the energy relative to the best compared isomer or geometry (same formula, charge and spin), the calculation gives 447.7 kJ/mol.


No. 2
Here is C5H10N2O as an isolated structure from OMol25. Energies are from ωB97M-V with the def2-TZVPD basis set.

Structure (XYZ):
```
18
C5H10N2O ωB97M-V with the def2-TZVPD basis set
C 0.027 0.897 1.523
C -0.743 -0.362 -0.741
C -2.109 -0.875 -0.308
N 1.154 1.368 0.930
C 0.317 -0.537 0.355
C 1.814 0.039 -0.330
N 1.884 0.487 -1.517
O 0.544 -1.570 0.974
H 0.945 2.063 0.210
H 2.813 0.385 -1.924
H -0.918 1.417 1.379
H 0.153 0.413 2.484
H 2.614 -0.451 0.226
H -0.358 -0.934 -1.589
H -0.765 0.680 -1.052
H -2.504 -0.313 0.540
H -2.813 -0.782 -1.138
H -2.055 -1.926 -0.022
```

As for the HOMO energy (alpha / beta): -0.3113 / -0.3113 Ha. The LUMO energy (alpha / beta) is -1.090 / -1.089 eV. For the energy relative to the best compared isomer or geometry (same formula, charge and spin), the calculation gives 505.7 kJ/mol.


No. 3
Here is a 2-piece molecular cluster, C5H10N2O overall from OMol25. Energies are from ωB97M-V with the def2-TZVPD basis set.

Structure (XYZ):
```
18
C5H10N2O ωB97M-V with the def2-TZVPD basis set
C -0.541 -1.913 -0.630
C -1.925 -0.403 0.674
N -0.817 -0.531 -0.242
H 0.386 -0.447 0.710
H 0.386 -1.944 -1.196
H -2.784 -0.929 0.245
H -1.357 -2.234 -1.287
H -0.495 -2.622 0.211
H -1.741 -0.837 1.672
H -2.200 0.644 0.799
C 1.591 0.792 -0.751
N 2.110 2.038 -0.902
C 0.666 0.683 0.429
C 0.483 1.489 1.450
O 1.830 -0.134 -1.503
H 1.984 2.721 -0.172
H 2.784 2.183 -1.635
H -0.362 1.444 2.128
```

As for the HOMO energy (alpha / beta): -0.3057 / -0.3099 Ha. The LUMO energy (alpha / beta) is -0.433 / -0.275 eV. For the energy relative to the best compared isomer or geometry (same formula, charge and spin), the calculation gives 570.3 kJ/mol.


No. 4
Here is one molecule with the formula C5H10N2O from OMol25. Energies are from ωB97M-V with the def2-TZVPD basis set.

Structure (XYZ):
```
18
C5H10N2O ωB97M-V with the def2-TZVPD basis set
C -2.407 -0.624 -0.199
C 1.723 -1.205 0.605
C -0.781 1.629 0.466
C 1.810 -0.195 -0.493
C -0.347 0.488 -0.414
O 3.034 -0.090 -1.032
N 0.905 0.597 -0.952
N -1.058 -0.535 -0.735
H 2.979 0.572 -1.742
H -3.020 0.232 -0.499
H -2.400 -0.714 0.892
H -2.888 -1.523 -0.597
H 1.550 -0.692 1.556
H 0.915 -1.913 0.413
H 2.657 -1.770 0.678
H -1.606 2.166 -0.010
H 0.045 2.328 0.627
H -1.108 1.248 1.436
```

As for the SMILES: C/N=C(C)/N=C(\C)O. As for the HOMO energy: -0.3395 Ha. The LUMO energy is 0.881 eV. For the energy relative to the best compared isomer or geometry (same formula, charge and spin), the calculation gives 78.0 kJ/mol.


No. 5
Here is one molecule with the formula C5H10N2O2 from OMol25. Energies are from ωB97M-V with the def2-TZVPD basis set.

Structure (XYZ):
```
19
C5H10N2O2 ωB97M-V with the def2-TZVPD basis set
C 1.020 0.706 0.944
C 1.464 0.396 -0.418
C -1.900 1.165 -0.800
C 0.234 -0.623 -0.885
C -1.197 0.079 -0.020
N 0.480 -1.880 -0.173
N 1.071 -0.152 1.949
O -0.169 -0.644 -2.080
O -1.742 -0.531 0.868
H 0.883 1.744 1.234
H 1.064 -2.464 -0.764
H -0.384 -2.338 0.101
H 0.682 0.095 2.847
H 0.906 -1.135 1.708
H 1.401 1.266 -1.066
H 2.462 -0.041 -0.480
H -2.067 2.018 -0.137
H -2.873 0.833 -1.164
H -1.335 1.506 -1.665
```

As for the HOMO energy (alpha / beta): -0.2643 / -0.2643 Ha. The LUMO energy (alpha / beta) is -0.789 / -0.788 eV. For the energy relative to the best compared isomer or geometry (same formula, charge and spin), the calculation gives 391.1 kJ/mol.


No. 6
Here is one molecule with the formula C5H10N2O2 from OMol25. Energies are from ωB97M-V with the def2-TZVPD basis set.

Structure (XYZ):
```
19
C5H10N2O2 ωB97M-V with the def2-TZVPD basis set
C 1.315 0.786 1.283
C -1.038 0.621 1.789
N -0.004 0.415 0.788
C -0.298 0.188 -1.531
C 0.280 -1.110 -0.920
N -1.675 0.262 -1.442
C 1.177 -1.809 -1.632
O 0.120 -1.172 0.417
O 0.327 0.859 -2.349
H -2.133 0.795 -2.166
H -2.133 -0.295 -0.736
H 1.363 1.869 1.445
H 2.085 0.515 0.555
H 1.546 0.276 2.224
H -2.017 0.387 1.365
H -0.863 -0.010 2.668
H -1.063 1.666 2.123
H 1.329 -1.579 -2.681
H 1.684 -2.663 -1.200
```

As for the SMILES: C=C(ON(C)C)C(N)=O. As for the HOMO energy: -0.3302 Ha. The LUMO energy is 0.744 eV. For the energy relative to the best compared isomer or geometry (same formula, charge and spin), the calculation gives 393.6 kJ/mol.


No. 7
Here is C5H10N2O2 as an isolated structure from OMol25. Energies are from ωB97M-V with the def2-TZVPD basis set.

Structure (XYZ):
```
19
C5H10N2O2 ωB97M-V with the def2-TZVPD basis set
C 0.424 0.523 -0.325
C 1.354 0.709 0.850
C -0.806 1.400 -0.420
C -0.746 -1.536 0.494
C 0.482 -0.686 -1.025
N -1.319 -1.166 1.653
O 1.498 1.121 -1.684
N 0.538 -1.540 -1.872
O -0.861 -2.672 0.053
H 1.020 1.087 -2.525
H -1.301 -0.215 1.972
H -1.856 -1.836 2.191
H 0.037 -2.401 -1.517
H 2.099 1.468 0.617
H 1.905 -0.190 1.116
H 0.832 1.039 1.747
H -1.360 1.407 0.519
H -1.471 1.072 -1.218
H -0.471 2.415 -0.626
```

As for the HOMO energy: -0.2903 Ha. The LUMO energy is 0.452 eV. For the energy relative to the best compared isomer or geometry (same formula, charge and spin), the calculation gives 483.7 kJ/mol.


No. 8
Here is one molecule with the formula C5H10N2O2 from OMol25. Energies are from ωB97M-V with the def2-TZVPD basis set.

Structure (XYZ):
```
19
C5H10N2O2 ωB97M-V with the def2-TZVPD basis set
C 1.567 1.647 0.339
C 0.280 0.804 0.510
C -0.813 1.317 -0.422
C -1.978 -0.748 -0.322
C -0.862 -1.272 0.681
H 1.173 2.656 0.282
H 2.408 1.633 1.110
H 1.960 1.351 -0.676
H -0.129 0.966 1.497
H -0.424 1.177 -1.495
H -0.918 2.483 -0.273
H -1.803 -1.094 -1.360
H -2.995 -1.072 0.058
H -0.861 -2.367 0.693
H -1.162 -0.943 1.662
N 0.340 -0.673 0.238
N 1.413 -1.409 -0.039
O -2.060 0.696 -0.240
O 2.224 -0.785 -0.712
```

As for the SMILES: C[C@H]1COCCN1N=O. As for the HOMO energy: -0.3351 Ha. The LUMO energy is 0.659 eV. For the energy relative to the best compared isomer or geometry (same formula, charge and spin), the calculation gives 447.6 kJ/mol.